[1]
A structure of composition C56H67N3O3Sb2Si2Sn in a non-equilibrium geometry, computed with the ωB97M-V functional and the def2-TZVPD basis.

```
! wB97M-V def2-TZVPD RIJCOSX def2/J DEFGRID3
* xyz 2 1
Sn 1.87 -0.97 0.25
C -5.66 0.48 -4.50
O -4.58 0.88 -3.67
C -4.04 2.12 -3.86
C -4.45 3.05 -4.81
C -3.78 4.25 -4.93
C -2.70 4.55 -4.12
C -2.30 3.64 -3.15
C -2.97 2.44 -3.01
N -2.59 1.50 -1.99
C -0.84 -0.05 -1.15
N -1.08 0.78 0.07
C -0.82 0.40 1.47
C 0.08 -0.79 1.88
C 0.61 -0.24 3.20
C -0.57 -0.37 4.20
C -1.88 0.11 3.63
C -2.07 0.24 2.32
O -3.22 0.44 1.63
C -4.44 0.24 2.33
N 0.58 -0.27 -1.30
C 1.24 0.12 -2.50
C 2.23 1.10 -2.38
C 2.99 1.50 -3.46
C 2.77 0.94 -4.70
C 1.81 -0.04 -4.84
C 1.04 -0.47 -3.76
O 0.11 -1.45 -3.87
C -0.05 -2.12 -5.11
H -5.91 -0.53 -4.17
H -5.36 0.45 -5.55
H -6.52 1.13 -4.37
H -5.27 2.84 -5.48
H -4.09 4.96 -5.68
H -2.16 5.48 -4.24
H -1.45 3.85 -2.51
H -3.35 0.82 -1.95
H -2.06 1.07 0.00
H 1.46 -0.79 3.60
H -0.32 0.20 5.10
H -2.71 0.13 4.32
H -5.23 0.30 1.58
H -4.58 1.01 3.09
H -4.45 -0.75 2.79
H 2.38 1.53 -1.41
H 3.76 2.25 -3.32
H 3.34 1.26 -5.55
H 1.66 -0.47 -5.81
H -0.80 -2.89 -4.93
H 0.89 -2.59 -5.42
H -0.39 -1.44 -5.89
C -1.34 0.83 -2.31
C -1.76 -1.30 -1.02
C -1.12 -2.61 -1.43
Sb 0.00 -3.53 0.16
C -1.46 -5.05 0.69
C -1.06 -6.16 1.40
C -1.99 -7.12 1.78
C -3.32 -6.95 1.47
C -3.73 -5.83 0.77
C -2.80 -4.88 0.37
C -0.35 -2.24 2.00
C -1.74 -2.53 2.51
C -1.92 -2.45 3.82
C -0.79 -1.88 4.63
C 0.40 -2.73 4.27
C 0.61 -2.90 2.97
Sb 0.11 2.66 0.05
C -1.49 4.05 0.48
C -2.85 3.77 0.40
C -3.76 4.66 0.95
C -3.32 5.81 1.58
C -1.97 6.11 1.61
C -1.06 5.24 1.05
C -0.14 1.69 2.07
C 1.06 1.18 2.84
C 1.51 2.03 3.98
C 0.75 2.99 4.49
C -0.58 3.21 3.97
C -1.02 2.56 2.89
H -0.60 1.62 -2.50
H -1.41 0.22 -3.22
H -2.64 -1.12 -1.64
H -2.11 -1.36 0.01
H -0.43 -2.45 -2.24
H -1.88 -3.31 -1.77
H -0.01 -6.29 1.66
H -1.66 -7.99 2.32
H -4.05 -7.70 1.76
H -4.78 -5.69 0.53
H -3.14 -4.02 -0.19
H -2.50 -2.86 1.83
H -2.84 -2.72 4.31
H -1.00 -1.92 5.70
H 1.01 -3.15 5.04
H 1.45 -3.47 2.59
H -3.19 2.87 -0.08
H -4.82 4.44 0.91
H -4.03 6.48 2.04
H -1.62 7.02 2.07
H 0.00 5.47 1.07
H 1.93 1.05 2.17
H 2.49 1.81 4.38
H 1.08 3.60 5.32
H -1.23 3.89 4.49
H -2.03 2.72 2.55
C 6.28 -2.24 1.25
Si 5.18 -2.19 -0.29
C 6.12 -2.28 -1.95
C 3.95 -3.65 -0.23
C 4.15 -0.53 -0.34
Si 4.91 1.05 0.52
C 6.55 1.29 -0.42
C 5.06 0.77 2.40
C 3.97 2.70 0.30
H 6.79 -3.20 1.32
H 5.70 -2.12 2.16
H 7.04 -1.47 1.23
H 6.67 -3.22 -2.00
H 6.83 -1.47 -2.07
H 5.43 -2.26 -2.79
H 4.47 -4.60 -0.31
H 3.24 -3.59 -1.06
H 3.39 -3.65 0.71
H 4.01 -0.29 -1.39
H 7.30 0.57 -0.12
H 6.94 2.28 -0.22
H 6.41 1.20 -1.49
H 5.99 0.28 2.65
H 4.25 0.16 2.79
H 5.05 1.71 2.93
H 3.03 2.74 0.86
H 3.77 2.94 -0.74
H 4.59 3.50 0.69
*
```

Properties
**HOMO-LUMO gap**: 5.48 eV
**Energy above the lowest of the compared OMol25 structures with the same formula, charge and spin**: 611.3 kJ/mol



[2]
A structure of composition C56H69BiCl3N3O2P3SSi2Te in a non-equilibrium geometry, computed with the ωB97M-V functional and the def2-TZVPD basis.

```
! wB97M-V def2-TZVPD RIJCOSX def2/J DEFGRID3
* xyz -1 1
Bi 0.59 1.23 -0.01
C -2.82 -4.68 -2.19
C -1.54 -4.76 -1.37
C -0.38 -5.27 -2.23
P -1.02 -3.07 -0.68
C -2.34 -2.72 0.63
C -2.90 -3.89 1.42
C -3.46 -1.92 -0.02
C 0.35 -3.65 0.39
C 0.36 -4.88 1.05
C 1.49 -5.33 1.70
C 2.64 -4.56 1.68
C 2.62 -3.32 1.06
C 1.48 -2.84 0.43
Si 1.56 -1.20 -0.61
C 3.23 -0.52 0.04
C 4.32 -0.37 -0.81
C 5.51 0.20 -0.38
C 5.62 0.64 0.92
C 4.54 0.53 1.78
C 3.35 -0.05 1.36
P 1.86 -0.07 2.44
C 2.23 -1.50 3.64
C 3.62 -1.64 4.27
C 1.13 -1.63 4.69
C 2.09 1.53 3.43
C 2.92 1.51 4.71
C 0.71 2.09 3.77
C 2.02 -2.17 -2.21
C 3.08 -3.07 -2.20
C 3.35 -3.87 -3.29
C 2.54 -3.81 -4.41
C 1.47 -2.94 -4.43
C 1.20 -2.11 -3.34
P -0.19 -0.92 -3.24
C -1.48 -1.70 -4.40
C -2.83 -1.16 -3.90
C -1.43 -1.58 -5.92
C 0.61 0.48 -4.22
C -0.45 1.53 -4.55
C 1.45 0.15 -5.45
H -2.98 -5.63 -2.71
H -2.76 -3.89 -2.93
H -3.68 -4.50 -1.56
H -1.70 -5.46 -0.54
H -0.19 -4.59 -3.06
H -0.61 -6.25 -2.63
H 0.54 -5.34 -1.65
H -1.81 -2.05 1.33
H -3.42 -4.60 0.78
H -3.62 -3.51 2.15
H -2.13 -4.42 1.97
H -4.01 -2.52 -0.74
H -3.06 -1.05 -0.53
H -4.17 -1.57 0.73
H -0.51 -5.52 1.04
H 1.49 -6.29 2.20
H 3.55 -4.92 2.15
H 3.52 -2.73 1.06
H 4.22 -0.69 -1.84
H 6.33 0.31 -1.07
H 6.53 1.12 1.27
H 4.63 0.93 2.77
H 2.10 -2.35 2.97
H 3.75 -0.98 5.12
H 4.39 -1.43 3.53
H 3.74 -2.67 4.62
H 1.11 -0.79 5.38
H 1.29 -2.54 5.27
H 0.15 -1.70 4.21
H 2.57 2.21 2.71
H 2.46 0.88 5.47
H 2.96 2.53 5.11
H 3.94 1.18 4.56
H 0.16 1.40 4.42
H 0.11 2.27 2.88
H 0.81 3.04 4.29
H 3.70 -3.15 -1.32
H 4.19 -4.56 -3.26
H 2.74 -4.45 -5.27
H 0.83 -2.92 -5.30
H -1.42 -2.77 -4.15
H -2.93 -0.11 -4.15
H -2.89 -1.25 -2.82
H -3.66 -1.70 -4.35
H -1.55 -0.55 -6.24
H -2.25 -2.16 -6.35
H -0.50 -1.95 -6.34
H 1.30 0.89 -3.47
H -1.13 1.18 -5.31
H 0.03 2.44 -4.92
H -1.02 1.77 -3.65
H 0.83 -0.13 -6.30
H 2.15 -0.65 -5.25
H 2.00 1.05 -5.74
C -1.38 5.68 6.53
O -1.46 5.85 5.14
C -2.54 5.32 4.48
C -2.49 5.39 3.09
C -3.50 4.84 2.33
C -4.60 4.24 2.95
C -4.69 4.26 4.34
C -3.65 4.77 5.10
N -5.70 3.77 2.23
N -5.66 3.16 1.16
C -4.54 2.59 0.58
C -4.39 2.73 -0.79
C -3.29 2.24 -1.47
C -2.30 1.54 -0.80
O -1.19 1.16 -1.36
C -2.49 1.28 0.59
N -1.51 0.57 1.20
C -1.64 0.26 2.46
C -2.76 0.61 3.21
C -3.74 1.38 2.63
C -3.61 1.78 1.29
H -0.42 6.10 6.83
H -1.42 4.63 6.82
H -2.17 6.23 7.06
H -1.64 5.85 2.62
H -3.44 4.89 1.25
H -5.56 3.84 4.82
H -3.73 4.74 6.18
H -5.11 3.34 -1.32
H -3.16 2.45 -2.52
H -0.81 -0.29 2.90
H -2.84 0.29 4.24
H -4.61 1.67 3.20
Cl 3.21 5.93 -1.65
Si 2.00 4.94 -0.19
Cl 3.30 2.94 0.01
Cl -0.86 3.68 0.81
Te 0.45 3.55 -1.74
C 1.57 3.92 -3.52
C 2.81 3.55 -3.93
C 3.22 4.17 -5.14
C 2.28 5.01 -5.64
S 0.88 5.06 -4.63
H 3.43 2.86 -3.37
H 4.17 4.01 -5.60
H 2.32 5.62 -6.52
*
```

Properties
**HOMO-LUMO gap**: 6.37 eV
**Energy above the lowest of the compared OMol25 structures with the same formula, charge and spin**: 193.6 kJ/mol



[3]
A cluster of 11 separate species, C56H70N6O27 in total in a non-equilibrium geometry, computed with the ωB97M-V functional and the def2-TZVPD basis.

```
! wB97M-V def2-TZVPD RIJCOSX def2/J DEFGRID3
* xyz 1 2
C -6.08 6.22 -5.39
C -6.91 6.68 -4.32
C -6.66 6.30 -2.96
C -5.74 5.24 -2.72
C -5.00 4.81 -3.77
C -5.12 5.22 -5.16
N -5.67 4.75 -1.34
O -6.72 4.81 -0.65
O -4.67 4.19 -0.97
H -6.30 6.59 -6.38
H -7.67 7.44 -4.35
H -7.34 6.68 -2.22
H -4.24 4.06 -3.61
H -4.48 4.90 -5.98
C -1.50 -6.26 0.64
C -2.14 -7.53 0.80
C -1.47 -8.72 0.48
C -0.14 -8.59 -0.08
C 0.51 -7.35 -0.17
C -0.21 -6.19 0.13
N 0.54 -9.83 -0.57
O 1.44 -9.73 -1.35
O 0.19 -10.85 0.01
H -2.07 -5.37 0.89
H -3.09 -7.46 1.32
H -1.84 -9.71 0.72
H 1.53 -7.28 -0.51
H 0.26 -5.23 -0.02
C -0.70 6.40 1.23
C -1.71 6.24 0.29
C -2.79 7.22 0.20
C -2.96 8.16 1.21
C -1.98 8.21 2.26
C -0.85 7.37 2.19
N -4.14 9.07 1.20
O -4.35 9.72 2.26
O -4.79 9.15 0.17
H 0.00 5.58 1.29
H -1.61 5.64 -0.60
H -3.55 7.10 -0.57
H -2.22 8.89 3.07
H -0.18 7.32 3.04
C 5.35 1.09 0.30
C 6.63 1.09 0.98
C 6.81 2.04 1.99
C 5.78 2.82 2.53
C 4.55 2.67 1.93
C 4.35 1.90 0.74
N 5.95 3.63 3.76
O 7.07 4.16 3.92
O 4.93 3.77 4.48
H 5.16 0.27 -0.37
H 7.39 0.34 0.81
H 7.65 1.85 2.64
H 3.68 3.23 2.25
H 3.40 1.87 0.22
C -1.10 -2.94 -2.47
C -0.75 -1.98 -3.44
C -1.55 -0.84 -3.64
C -2.71 -0.68 -2.85
C -3.05 -1.67 -1.87
C -2.25 -2.82 -1.66
N -3.56 0.50 -3.10
O -4.34 0.75 -2.24
O -3.36 1.19 -4.05
H -0.53 -3.85 -2.47
H 0.04 -2.27 -4.12
H -1.37 -0.26 -4.53
H -3.94 -1.42 -1.31
H -2.42 -3.48 -0.83
C 0.95 3.77 5.77
C 2.08 3.37 6.42
C 2.74 2.24 6.00
C 2.29 1.48 4.92
C 1.16 1.90 4.22
C 0.51 3.08 4.60
N 3.05 0.29 4.40
O 2.62 -0.19 3.38
O 4.09 -0.03 4.91
H 0.47 4.67 6.12
H 2.47 3.93 7.25
H 3.70 2.04 6.45
H 0.72 1.50 3.32
H -0.21 3.49 3.91
C 1.31 -1.98 0.40
C 1.00 -0.56 0.94
O 0.12 0.00 0.02
C 0.06 1.28 -0.10
O 0.84 2.13 0.41
O -0.94 1.58 -0.97
C -1.20 2.90 -1.44
H 2.09 -2.45 1.01
H 1.69 -1.87 -0.61
H 0.45 -2.64 0.41
H 1.94 0.00 0.95
H 0.59 -0.57 1.95
H -1.86 2.79 -2.30
H -0.43 3.61 -1.72
H -1.82 3.36 -0.66
C -2.66 -1.16 5.37
C -3.77 -0.11 5.08
O -3.35 0.57 3.85
C -3.05 1.77 4.00
O -2.37 2.22 4.86
O -3.41 2.32 2.84
C -3.19 3.77 2.64
H -1.79 -0.72 5.86
H -2.22 -1.66 4.51
H -3.02 -2.02 5.93
H -4.01 0.53 5.93
H -4.74 -0.53 4.83
H -2.16 4.12 2.77
H -3.85 4.30 3.32
H -3.42 4.13 1.64
C 0.04 2.70 -7.80
C -0.35 2.35 -6.34
O -1.25 3.32 -5.79
C -0.89 4.46 -5.18
O 0.26 4.60 -4.81
O -1.90 5.31 -4.91
C -1.47 6.41 -4.14
H -0.74 2.53 -8.55
H 0.93 2.16 -8.14
H 0.22 3.76 -7.98
H 0.51 2.21 -5.69
H -1.06 1.52 -6.37
H -0.72 7.05 -4.61
H -1.09 6.03 -3.19
H -2.31 7.02 -3.79
C 4.84 -8.24 -1.53
C 3.88 -7.62 -2.55
O 4.28 -6.24 -2.78
C 3.32 -5.19 -2.92
O 2.09 -5.30 -2.76
O 4.03 -4.04 -3.05
C 3.48 -2.79 -3.28
H 4.90 -7.73 -0.58
H 5.88 -8.26 -1.87
H 4.64 -9.26 -1.21
H 2.84 -7.74 -2.24
H 4.16 -8.20 -3.43
H 3.40 -2.45 -4.31
H 3.88 -2.03 -2.59
H 2.41 -2.83 -3.06
C 2.67 -5.40 2.27
C 3.72 -6.23 1.56
O 3.26 -7.57 1.46
C 3.35 -8.43 2.39
O 3.79 -8.26 3.52
O 2.81 -9.56 1.93
C 2.10 -10.34 2.87
H 1.83 -5.33 1.57
H 2.87 -4.34 2.46
H 2.43 -5.82 3.24
H 4.72 -6.26 2.00
H 3.87 -5.86 0.54
H 1.33 -9.64 3.19
H 2.71 -10.89 3.58
H 1.52 -11.04 2.27
*
```

Properties
**HOMO-LUMO gap (spin up / spin down)**: 5.30 / 1.58 eV